Record 1
DFT (wB97M-V/def2-TZVPD) results for C36H66BBeBr3ClF3N2O18P2 as an isolated structure at a distorted geometry.

Results
Electronic energy (Eh): -12078.4073
Total charge: +2
HOMO-LUMO gap (eV): 1.66

Geometry (Å):
Br 5.5299 0.2329 4.0967
Br 6.2333 -2.1744 2.0733
Br 8.5802 -0.7507 3.7614
Cl 0.7478 7.7111 0.5125
P -0.6417 5.1434 2.4396
P 1.8406 3.9759 0.7328
F 5.0634 -3.6818 -0.0296
F 3.1145 -3.3428 -0.9487
F 4.3015 -1.6512 -0.2573
O 3.3095 -2.1709 2.3104
O 0.3070 1.7165 6.4333
O -2.8783 -7.0923 -1.9363
O -7.4388 -4.1649 0.6164
O 0.6094 -0.5369 6.7642
O -7.6906 -4.5626 -3.0200
O 2.6649 -4.2503 1.5841
O -9.4707 -0.9754 3.4556
O -0.5539 3.5764 3.2649
O -2.2676 -3.2983 3.4189
O 1.9449 1.0577 7.7402
O 0.2752 6.2635 3.4054
O -7.5177 -1.1763 5.3737
O 4.9524 -2.0684 -5.3898
O -1.3136 -5.6561 -2.4966
O -5.5338 -4.4306 2.5746
O -2.1620 5.6120 2.2033
O -1.7424 -5.9982 -0.2655
N 5.7011 -2.2461 -3.3429
N 1.7892 8.5431 -4.4898
C 3.9326 -2.9241 0.0597
C -7.9837 -3.3069 -3.6268
C -6.4737 -2.8074 4.0150
C 2.1103 2.6897 -0.6433
C 2.6873 0.0118 8.3639
C 3.1756 1.5596 -0.0216
C 0.5840 5.9208 -1.8304
C -3.6364 -7.7703 -0.9365
C 3.2762 -3.0318 1.4345
C 1.8666 11.0872 -5.6495
C 5.7623 -2.6456 -4.6972
C 2.4749 10.0078 -6.2819
C 0.9219 0.6273 6.9593
C -7.5041 -3.4198 1.7794
C -8.4998 -2.5566 1.9892
C 3.8163 5.3138 2.5527
C -1.9563 -6.2256 -1.4460
C 3.2995 5.1686 0.9695
C 0.6890 -3.8151 2.9301
C -0.7976 1.4134 5.5834
C -6.4255 -3.6165 2.7871
C -0.3075 -4.7145 -2.1284
C -6.6891 -5.3557 -3.6522
C 1.2194 10.8883 -4.4346
C -7.4676 -1.9418 4.2231
C -5.3237 -4.6915 -3.6766
C 6.7063 -1.2723 3.7305
C -8.5274 -3.4342 -5.0390
C 2.4083 8.7668 -5.6692
C 6.7914 -1.3161 -2.9804
C 2.0445 -4.4940 2.8565
C 2.1751 6.1954 -2.0851
C 0.0521 6.1684 -0.3026
C 6.7262 -3.7043 -5.1369
C 1.2092 9.6106 -3.8985
C -8.5606 -1.7655 3.2279
B 0.1371 4.8236 0.6764
Be 5.3021 -1.9269 -7.4420
H 0.1826 -4.0622 3.8670
H -5.3167 -3.8200 -4.3374
H 2.6297 7.1133 -1.5206
H 2.4871 3.1064 -1.6690
H 0.4791 -5.1997 -1.5417
H -1.2130 2.3572 5.2194
H -1.5789 0.8852 6.1394
H 6.5623 -1.9951 4.5404
H 1.2638 6.1744 3.2720
H 6.4675 -4.6523 -4.6595
H 2.9877 10.1300 -7.2292
H 3.1362 1.5436 1.1713
H -9.2915 -2.4053 1.2663
H -4.2077 -7.0560 -0.3348
H 2.8991 0.4606 -0.3557
H -9.3623 -4.1413 -5.0714
H -2.3956 -2.3636 3.1977
H 2.8645 7.8925 -6.1251
H -5.6740 -2.9473 4.7310
H -1.1177 6.3905 -0.3987
H -2.9829 -8.3776 -0.3020
H -8.3303 -0.6314 5.2893
H 0.0577 -4.1255 2.0912
H -6.6166 -6.2820 -3.0723
H 3.1539 -0.6321 7.6115
H 2.7011 -4.1797 3.6758
H 3.0206 4.8388 3.2808
H -0.0192 6.6491 -2.5543
H 0.7199 9.4050 -2.9509
H -6.6295 -4.7142 0.7035
H 1.8966 12.0751 -6.1000
H 2.8448 5.2427 -1.9060
H 5.7480 -3.0771 -2.7501
H -7.1059 -2.6540 -3.5970
H 4.2325 4.6866 0.4013
H 0.7349 11.7085 -3.9172
H -0.7457 -3.8780 -1.5744
H 7.7424 -3.4160 -4.8564
H 4.7939 -1.7716 -3.2656
H 6.6754 -1.0691 -1.9238
H 6.6827 -3.8172 -6.2224
H 0.3399 4.8278 -2.2130
H 2.2896 6.4434 -3.2470
H 7.7492 -1.8168 -3.1441
H -0.4703 0.8255 4.7198
H 0.1402 -4.3223 -3.0458
H 1.9154 -5.5770 2.9444
H 4.0124 6.4652 2.7908
H -3.1687 -3.6418 3.5137
H -0.6171 4.0379 0.1733
H 2.0453 -0.5725 9.0310
H -8.8706 -2.4622 -5.4062
H -7.0081 -5.6432 -4.6588
H -8.7464 -2.8318 -3.0004
H 4.3000 1.8140 -0.2887
H 0.7871 -2.7268 2.8673
H -4.5637 -5.3913 -4.0382
H 6.7045 -0.4177 -3.5971
H 3.1720 6.2400 0.5195
H 1.0935 2.0863 -0.7830
H 4.8327 4.7185 2.7215
H -5.0421 -4.3462 -2.6767
H -7.7617 -3.8006 -5.7287
H -4.3417 -8.4363 -1.4410
H 3.4790 0.4701 8.9628
H 0.3843 3.5454 3.6579

***

Record 2
DFT (wB97M-V/def2-TZVPD) results for C36H66Cl2FI2N4O9P as an isolated structure at a distorted geometry.

Results
Electronic energy (Eh): -4264.0110
Total charge: 0
HOMO-LUMO gap (eV): 6.08

Geometry (Å):
I 5.4234 -0.8400 3.6080
I -0.2664 0.6228 -0.2009
Cl 2.5652 -2.1376 3.7768
Cl 4.0127 -3.3298 -1.3182
P 4.8224 -1.4098 -1.2879
F 2.6598 -0.4777 -0.7888
O 2.7476 1.8946 -0.9493
O 2.7865 -3.1684 1.4950
O 3.3870 2.3346 1.1037
O 2.8242 0.7139 3.2535
O -3.2123 -0.2823 -6.4831
O -6.5779 -0.8368 0.0465
O -2.6335 -1.3619 -2.0877
O -10.8381 -1.4372 1.5681
O 6.4117 -1.7004 -1.3163
N -4.8785 -0.3645 -4.0140
N -9.1070 -2.5610 -0.5808
N 3.1338 -0.0181 0.4764
N 0.9262 -4.5674 2.1776
C -4.4023 0.8308 -4.6980
C 7.8050 2.6144 0.2144
C -7.4366 -0.2451 1.0044
C -3.4235 -0.1979 -1.9194
C 3.0676 1.6345 0.1679
C 7.8484 1.4675 1.2377
C -0.6996 -3.0238 0.0579
C 5.7577 6.9363 1.5722
C 0.6074 -2.2508 -0.2154
C 4.5727 -1.5925 1.7193
C 6.5296 3.4838 0.2326
C 0.7390 -1.0602 0.7517
C -1.8753 -1.4052 -3.2833
C 5.3858 -2.8242 1.5593
C 2.6205 1.9553 3.8911
C -9.5173 -3.2376 0.6432
C -7.7134 -2.7884 -0.9522
C 4.4971 5.6932 -0.2685
C 1.7010 0.2551 2.5439
C 1.8622 -3.9232 2.0022
C -3.6164 -1.5364 -6.9954
C -11.5264 -0.5078 0.7543
C 5.7586 5.8249 0.5473
C 5.6037 0.5074 0.5278
C -6.6322 -2.2512 -0.0203
C 2.9713 -1.8101 2.0590
C -4.2912 0.5986 -6.1890
C 6.7912 4.9677 0.3823
C 7.0907 0.2045 0.7345
C -4.8041 -0.2897 -2.5553
C 7.4966 1.9238 2.6534
C 2.1080 -0.6736 1.3829
C 4.5564 -0.6309 0.5050
C 6.5325 -3.0789 2.3638
C -10.8881 -2.7763 1.0876
C 1.7616 1.8578 5.1674
H 6.7003 -2.2349 -0.5577
H 7.6108 -0.0390 -0.1890
H 5.5289 1.0329 -0.4271
H -0.6383 -4.0513 -0.2902
H 1.4604 -2.9112 -0.3004
H 8.8920 1.1410 1.2881
H -4.1372 -2.1334 -6.2386
H 4.5337 4.8300 -0.9245
H -5.2804 -1.1905 -2.1702
H -11.2118 -3.4025 1.9240
H 5.1033 -3.6088 0.8703
H -4.3285 -1.1559 -4.3219
H 6.4327 6.6751 2.3820
H -3.5763 -0.0950 -0.8413
H 5.8476 3.1942 1.0240
H -0.9571 -3.0397 1.1158
H 3.6128 2.2943 4.1895
H -6.9740 0.6849 1.3365
H -0.9800 -1.9988 -3.0899
H 7.5294 -2.9247 1.9446
H -9.2482 -1.5658 -0.4662
H -8.8196 -3.0476 1.4704
H 5.3089 1.1570 1.3479
H 8.6448 3.2742 0.4519
H 5.9906 3.2946 -0.7036
H -2.8727 0.6970 -2.2346
H -1.4984 -2.5106 -0.4746
H 0.0770 -1.2637 1.5878
H 7.3154 -0.6002 1.4321
H -8.4052 0.0121 0.5664
H -11.5286 0.4471 1.2773
H -1.5681 -0.4093 -3.6113
H -6.6885 -2.6842 0.9853
H -11.6197 -2.8839 0.2822
H -7.5576 -3.8626 -1.0924
H 0.8791 2.4891 5.0670
H 1.0083 -0.2441 3.2206
H 1.4820 0.8314 5.3942
H -5.4087 0.5538 -2.2127
H 3.6263 5.5364 0.3807
H -2.4260 -1.9027 -4.0866
H -2.7180 -2.0715 -7.2985
H -4.0644 1.5524 -6.6740
H -9.5450 -4.3158 0.4604
H 5.9681 7.9329 1.1765
H -11.0304 -0.3724 -0.2130
H -7.5884 -0.8887 1.8744
H 8.0997 2.8061 2.8831
H 6.4540 -3.4689 3.3678
H -5.1062 1.6482 -4.5151
H 6.4546 2.2018 2.7918
H 4.7565 6.9535 2.0064
H 1.1829 1.1373 2.1594
H -4.2638 -1.4165 -7.8692
H -5.6686 -2.5659 -0.4318
H -7.5673 -2.3194 -1.9291
H -12.5622 -0.8185 0.5888
H 2.2465 2.7229 3.2135
H -3.4126 1.1430 -4.3370
H 2.3032 2.2629 6.0207
H 7.7939 5.3850 0.3213
H 0.4722 -1.8487 -1.2187
H 4.3065 6.6231 -0.8038
H -5.2335 0.2262 -6.6004
H 8.0256 2.2256 -0.7816
H 7.8124 1.1564 3.3571

***

Record 3
DFT (wB97M-V/def2-TZVPD) results for C36H66InO8 as an isolated structure at a distorted geometry.

Results
Electronic energy (Eh): -2203.1034
Total charge: -1
HOMO-LUMO gap (eV): 7.09

Geometry (Å):
In 1.0646 5.6183 -2.6747
O -2.2890 -4.2170 0.2531
O -1.4876 -5.9790 9.2907
O -0.7287 -5.7111 2.3931
O 4.1916 7.6148 -1.8733
O -0.0073 -5.0794 6.7571
O 1.1360 -4.4633 9.5089
O 2.5301 6.1799 -1.2615
O -0.5216 -2.6646 2.1757
C -2.6575 -3.6205 1.4937
C -0.1845 -3.9298 9.5064
C 5.2614 2.8489 -2.7488
C -2.6095 1.4051 -1.2238
C 0.2521 -0.7356 -3.0596
C -1.1670 0.0348 -6.5786
C -2.4840 3.6421 -2.5162
C -0.9194 5.6141 -1.6062
C 0.4018 -1.7619 1.5955
C 1.1245 6.8483 -4.5514
C 0.4196 -0.8541 -4.6277
C -1.2297 -0.3789 -2.5869
C -0.8995 4.9110 -6.0936
C -1.8798 -2.3682 1.8877
C -0.3200 7.3097 -5.0713
C -2.7257 2.9963 -1.0975
C -0.1218 0.3965 -5.4471
C -1.4690 -6.5940 3.2125
C 3.7154 6.4853 -1.8285
C -1.5829 -7.1863 10.0196
C -0.9921 -4.7991 0.1511
C 1.4011 -5.5909 8.6772
C 4.5698 5.3570 -2.5315
C 6.1137 3.2006 -3.8970
C -1.1664 0.9061 -1.6420
C 5.4597 5.6982 -3.6575
C -0.8272 6.4885 -6.3171
C -0.1340 -3.9830 5.8676
C 4.5088 3.9566 -2.0959
C 1.4163 3.4588 -3.3440
C 6.2086 4.6128 -4.3171
C 1.9360 2.3890 -3.6497
C -0.7547 -6.0347 1.0114
C -1.2674 -4.8301 10.0945
C 1.3232 -5.3360 7.1761
C -2.1572 5.1922 -2.5001
H -0.7914 -0.8718 -7.1227
H 0.2282 -6.4530 0.7595
H 1.9944 -4.5142 6.9097
H -1.8635 -0.2232 -3.5023
H -0.8045 5.0318 -0.6532
H -0.1876 4.4119 -6.8205
H -2.1702 -0.1340 -6.0847
H 6.8724 4.8890 -5.1736
H 0.7698 0.8921 -5.9399
H 5.1703 1.7900 -2.4131
H 5.5412 6.7651 -3.9859
H -0.9007 -7.2075 10.8749
H -1.8660 6.8250 -6.6205
H 3.8500 3.6513 -1.2367
H 1.3552 -2.2812 1.4823
H -3.7994 3.1827 -0.7851
H -1.1488 -3.5904 5.9568
H 6.6985 2.4296 -4.4529
H -1.6529 -1.2416 -1.9817
H -3.7048 -3.3271 1.3732
H 0.0839 -1.4270 0.6035
H -0.5043 1.1647 -4.7060
H -0.9830 -5.1058 11.1156
H -0.2186 -4.0477 0.3040
H 1.6581 -6.2393 6.6501
H -0.5304 1.6761 -2.1587
H -1.7605 -6.0518 4.1139
H -1.5164 -6.7879 0.7883
H -0.1986 8.3827 -5.4283
H -1.9314 4.5502 -6.3990
H -0.1354 -3.0325 10.1310
H 2.4336 -5.8757 8.9003
H 1.5306 -0.9607 -4.8245
H -0.8430 -7.4453 3.5001
H -2.8668 0.8914 -0.2481
H -2.0562 3.3808 -0.2840
H 1.7224 7.7778 -4.3358
H -2.3818 -6.9445 2.7226
H -1.1004 6.6922 -1.2911
H 1.6153 6.2793 -5.3963
H 0.0239 -4.3197 4.8382
H -2.6495 -4.3617 2.2944
H -1.0606 7.3571 -4.2232
H -3.3209 1.0459 -2.0301
H 0.9548 -0.0020 -2.5730
H -2.0798 5.5170 -3.5785
H 0.4860 -1.7600 -2.6318
H -2.2071 -4.2697 10.1371
H -0.8996 -5.1128 -0.8928
H -1.9661 -1.6298 1.0835
H 0.5604 -3.1742 6.1113
H -0.4561 -3.5800 8.5096
H -0.5786 0.5838 -0.7236
H -0.1612 -1.7596 -4.9579
H -0.1756 6.6604 -7.2263
H -1.7003 3.1251 -3.1360
H -3.4608 3.5244 -3.0885
H -0.6648 4.6064 -5.0336
H 2.6004 1.5346 -3.9172
H -1.3061 -8.0042 9.3519
H -3.0699 5.7150 -2.0728
H -2.3268 -1.9457 2.7938
H -1.2572 0.9389 -7.2556
H -2.6137 -7.3417 10.3559
H 0.7887 -6.4416 8.9735
H 0.5471 -0.9007 2.2559

***

Record 4
DFT (wB97M-V/def2-TZVPD) results for a 9-piece molecular cluster, C36H67N5O8 overall at a distorted geometry.

Results
Electronic energy (Eh): -2287.5677
SMILES: CCOC(C)=O.CCOC(C)=O.CCOC(C)=O.CCOC(C)=O.CCCC#N.CCCC#N.CCCC#N.CCCC#N.CCCC#N
Total charge: 0
HOMO-LUMO gap (eV): 10.05

Geometry (Å):
O 12.9384 -29.8760 -11.3395
O 13.7437 -30.6499 -13.2792
O 6.5960 -21.0674 -13.2639
O 6.0660 -22.5675 -7.6682
O 7.8456 -22.8624 -13.7991
O 8.2712 -31.9410 -13.3397
O 8.0741 -23.4531 -8.2789
O 9.8886 -33.0400 -14.4286
N 10.1942 -25.4853 -4.8418
N 2.8023 -31.6260 -10.8244
N 7.0183 -26.8481 -11.2775
N 4.7393 -34.4144 -3.9080
N 3.4185 -23.3038 -16.4320
C 8.1061 -31.0404 -14.4294
C 5.1066 -30.3775 -8.4596
C 7.5968 -24.6917 -8.7799
C 6.7393 -21.7684 -15.5571
C 1.4437 -29.4048 -11.1888
C 10.9868 -27.7674 -5.8220
C 7.3713 -29.8195 -13.9159
C 3.2067 -25.2821 -14.7397
C 9.1449 -24.2960 -12.4033
C 10.6089 -26.9546 -8.2243
C 4.5262 -26.0386 -14.5156
C 9.4231 -33.7109 -12.2468
C 7.0310 -21.8489 -14.0750
C 4.1844 -32.4008 -5.4472
C 5.9260 -29.1406 -8.8272
C 2.2025 -30.6561 -10.9674
C 7.2273 -22.4756 -7.9360
C 14.9575 -28.9621 -12.1476
C 7.9842 -21.1589 -7.8870
C 10.6060 -29.8477 -10.9039
C 1.5881 -28.4334 -10.0169
C 9.2074 -32.8719 -13.4443
C 6.8065 -27.8705 -10.8007
C 2.6883 -32.3788 -5.9440
C 3.3338 -24.1538 -15.6610
C 10.4321 -28.0695 -7.2211
C 10.5111 -26.4985 -5.2781
C 13.8620 -29.9660 -12.2783
C 2.5290 -33.2816 -7.1532
C 11.7658 -30.7267 -11.3943
C 8.1257 -23.1806 -12.4407
C 4.5265 -33.5281 -4.5999
C 4.3476 -27.1570 -13.4995
C 1.4542 -29.0150 -8.6066
C 7.0555 -25.5901 -7.6417
C 6.5143 -29.1946 -10.2654
H 4.8327 -26.3947 -15.4981
H 12.0721 -27.7567 -5.9198
H 1.8913 -28.2526 -7.9519
H 8.5117 -22.2913 -11.9348
H 6.3041 -25.0052 -7.1137
H 4.2796 -31.4825 -4.8606
H 4.8082 -30.5590 -7.4300
H 15.1359 -28.8311 -11.0731
H 10.3567 -33.3270 -11.8237
H 1.8628 -28.9687 -12.0939
H 7.9099 -25.6782 -6.9639
H 10.0762 -27.2696 -9.1269
H 1.4756 -33.2251 -7.4495
H 15.9208 -29.3502 -12.4799
H 9.5485 -34.7720 -12.4238
H 7.0501 -29.0892 -14.6543
H 8.6312 -33.5529 -11.5113
H 4.1750 -30.3449 -9.0235
H 7.0803 -22.6974 -16.0056
H 7.5411 -31.5140 -15.2317
H 11.9757 -31.4628 -10.6193
H 6.7966 -26.5862 -7.9872
H 9.0584 -30.7105 -14.8455
H 5.6639 -31.2685 -8.7664
H 7.6458 -20.5745 -8.7430
H 5.2081 -25.2703 -14.1440
H 7.2122 -20.9087 -16.0274
H 10.6576 -28.5895 -5.1862
H 7.9929 -29.2966 -13.1851
H 0.8137 -27.6695 -10.1438
H 2.7189 -24.8757 -13.8507
H 2.4149 -31.3521 -6.1762
H 11.6208 -26.7552 -8.5840
H 10.4647 -29.9028 -9.8248
H 9.5255 -24.4862 -11.3990
H 14.8066 -28.0153 -12.6552
H 3.1566 -32.9826 -7.9908
H 7.4327 -29.7765 -10.2086
H 8.4659 -25.2521 -9.1235
H 4.8952 -32.3476 -6.2716
H 5.7858 -29.6826 -10.9174
H 0.3955 -29.6884 -11.2800
H 2.1888 -32.7155 -5.0356
H 9.0636 -21.2734 -7.9405
H 6.8335 -29.0656 -8.2247
H 10.0249 -24.1618 -13.0353
H 3.9032 -26.7772 -12.5759
H 6.9010 -24.5749 -9.6094
H 8.7185 -25.2409 -12.7475
H 10.2161 -26.0244 -7.8090
H 7.2203 -23.4614 -11.8990
H 6.4806 -30.1864 -13.3958
H 0.4108 -28.9589 -8.2988
H 9.3787 -28.3557 -7.1661
H 9.6711 -30.2429 -11.3153
H 2.4845 -25.9463 -15.2281
H 7.7973 -20.6554 -6.9392
H 3.5974 -27.8570 -13.8741
H 10.7063 -28.8126 -11.2216
H 11.6481 -31.1275 -12.3961
H 5.6645 -21.6301 -15.6728
H 5.2552 -28.2934 -8.6869
H 2.4784 -27.8094 -10.1446
H 5.3550 -27.5170 -13.3061
H 2.6684 -34.3438 -6.9484
H 2.0000 -29.9429 -8.4706
H 10.9731 -28.9377 -7.6101